Density functional theory data (the ωB97M-V functional and the def2-TZVPD basis) for a 8-piece molecular cluster, H16O8 overall in a non-equilibrium geometry.

Last column: natural (NBO) charge in e.
CARTESIAN COORDINATES (ANGSTROEM)
1 H -0.32476 -0.56332 1.11839  0.431
2 H -1.21275 -1.47310 1.95133  0.490
3 H 1.70089 1.21259 1.01720  0.443
4 H 1.49536 2.59764 0.42608  0.493
5 H 0.56222 -1.34285 3.69935  0.478
6 H 0.80414 -0.81068 2.29638  0.461
7 H -4.25002 -1.05088 -0.89691  0.461
8 H -3.70019 0.29052 -0.44044  0.461
9 H -0.61211 3.42548 -0.85511  0.474
10 H -1.15201 4.17424 0.35233  0.475
11 H 2.58934 -1.13834 0.08305  0.445
12 H 1.72088 -2.18633 -0.59334  0.490
13 H -1.56056 -0.61167 -2.39340  0.467
14 H -1.74813 -1.75242 -3.38008  0.463
15 H 2.64786 0.46113 -0.76470  0.449
16 H 3.40677 -0.60005 -1.54444  0.476
17 O -1.22293 -0.90920 1.16973  -0.931
18 O 1.08700 1.72627 0.48030  -0.932
19 O 0.15219 -1.27959 2.82937  -0.931
20 O -4.02695 -0.55128 -0.10342  -0.921
21 O -0.33171 3.96928 -0.11036  -0.947
22 O 2.55088 -2.08086 -0.11484  -0.943
23 O -1.20519 -1.47479 -2.63367  -0.929
24 O 2.62976 -0.03179 -1.59276  -0.921

Summary:
SMILES string: O.O.O.O.O.O.O.O
Max |F|: 3.45 eV Å⁻¹
Relative energy (zero: lowest compared OMol25 entry of this formula, charge and spin): 4.3021 eV
2S+1: 1
HOMO: -0.37208 Eh
Calculated total energy: -611.4245 a.u.
Gap between HOMO and LUMO: 9.98 eV